<1>
This record from the Open Molecules 2025 dataset describes a gas-phase ion, C2H9N2O (charge +2). The level of theory is ωB97M-V with the def2-TZVPD basis set.

Last columns: bonded neighbours and bond lengths (Å).
Element x y z (Å)
1 C 1.1146 0.3561 -0.8989  N2 1.378, H3 1.116, H4 1.213, N7 1.642
2 N 0.8838 0.0131 -2.2133  C1 1.378, H5 0.969, H6 0.983
3 H 1.2058 1.4682 -0.8726  C1 1.116
4 H 2.0522 -0.1562 -0.3248  C1 1.213
5 H 1.3197 -0.8199 -2.4461  N2 0.969
6 H 0.8553 0.5981 -3.0033  N2 0.983
7 N -0.3162 0.1037 -0.1345  C1 1.642, C8 1.534, H10 1.101, H11 1.030
8 C -0.4057 -0.6065 1.2227  N7 1.534, O9 1.425, H12 1.147, H13 1.114
9 O -1.2155 0.1869 2.0864  C8 1.425, H14 1.055
10 H -0.8633 -0.1716 -1.0492  N7 1.101
11 H -0.6927 1.0561 -0.0206  N7 1.030
12 H -0.9659 -1.6063 1.1677  C8 1.147
13 H 0.5454 -0.8046 1.7683  C8 1.114
14 H -1.9591 -0.3740 2.5810  O9 1.055

Output
HOMO-LUMO gap (alpha / beta): 12.359 / 4.559 eV
multiplicity: 2
expectation value of S²: 0.759
total charge: +2
E_HOMO (alpha / beta): -20.462 / -19.806 eV

---

<2>
This record from the Open Molecules 2025 dataset describes 2 unconnected molecules or ions with the total composition C2H9N2O. The level of theory is ωB97M-V with the def2-TZVPD basis set.

Last columns: bonded neighbours and bond lengths (Å).
Element x y z (Å)
1 C -2.3531 -0.0660 1.4675  N4 1.454, H5 1.085, H6 1.097, H7 1.101
2 N 1.0455 0.0515 0.0218  C3 1.313, H8 1.027, H9 1.033
3 C -0.2641 0.0619 0.1177  N2 1.313, N4 1.336, H10 1.087
4 N -0.9158 0.0508 1.2844  C1 1.454, C3 1.336, H11 1.024
5 H -2.5298 -0.1548 2.5346  C1 1.085
6 H -2.6745 -0.9881 0.9670  C1 1.097
7 H -2.8335 0.8207 1.0260  C1 1.101
8 H 1.6101 -0.1769 0.8487  N2 1.027
9 H 1.5051 0.3049 -0.8685  N2 1.033
10 H -0.8358 -0.1595 -0.7795  C3 1.087
11 H -0.3293 0.2259 2.1052  N4 1.024
12 H 3.5564 -0.2813 -2.6896  O14 0.967
13 H 2.3557 0.2419 -3.4678  O14 0.967
14 O 2.6630 0.0688 -2.5676  H12 0.967, H13 0.967

Output
HOMO-LUMO gap (alpha / beta): 8.789 / 3.938 eV
multiplicity: 2
expectation value of S²: 0.789
total charge: +2
E_HOMO (alpha / beta): -19.251 / -19.013 eV

---

Least stable = <1>

---

<1>
This record from the Open Molecules 2025 dataset describes 2 unconnected molecules or ions with the total composition C3H11N4. The level of theory is ωB97M-V with the def2-TZVPD basis set.

Last columns: bonded neighbours and bond lengths (Å).
Element x y z (Å)
1 C -0.8541 1.7640 -0.1975  C2 1.355, N4 1.386, H5 1.090
2 C -1.0987 1.4051 -1.4809  C1 1.355, N3 1.474, H6 1.076
3 N -0.0659 0.5874 -2.1430  C2 1.474, H7 1.020, H8 1.034, H9 1.030
4 N -1.8167 2.0569 0.7562  C1 1.386, H10 1.051, H11 1.032
5 H 0.1725 1.7906 0.1670  C1 1.090
6 H -1.9990 1.5648 -2.0490  C2 1.076
7 H 0.4947 1.0961 -2.8258  N3 1.020
8 H 0.5765 0.1965 -1.4330  N3 1.034
9 H -0.4743 -0.2255 -2.6266  N3 1.030
10 H -2.8079 1.8472 0.4771  N4 1.051
11 H -1.6025 1.6257 1.6694  N4 1.032
12 N 1.7179 -2.4998 0.2103  C13 1.380, H15 1.013, H16 1.008
13 C 1.5006 -1.9182 1.4430  N12 1.380, N14 1.310, H17 1.097
14 N 0.4374 -1.2000 1.7057  C13 1.310, H18 1.048
15 H 2.6827 -2.5777 -0.0901  N12 1.013
16 H 1.1089 -2.1367 -0.5066  N12 1.008
17 H 2.2944 -2.1101 2.1752  C13 1.097
18 H 0.3587 -1.1874 2.7507  N14 1.048

Output
HOMO-LUMO gap: 9.103 eV
multiplicity: 1
total charge: +1
E_HOMO: -12.772 eV

---

<2>
This record from the Open Molecules 2025 dataset describes 2 unconnected molecules or ions with the total composition C3H11N4. The level of theory is ωB97M-V with the def2-TZVPD basis set.

Last columns: bonded neighbours and bond lengths (Å).
Element x y z (Å)
1 C -1.7180 0.9775 -1.7582  N4 1.336, N5 1.292, H8 1.167
2 C 1.6860 -0.0391 0.2207  N6 1.429, H9 1.000, H10 1.081, H11 1.063
3 C 1.4416 -1.7261 1.7462  N6 1.287, H12 1.033, H14 1.069
4 N -0.9483 2.0267 -1.4577  C1 1.336, H13 0.960, H18 0.993
5 N -1.4958 -0.1368 -1.1436  C1 1.292, H15 1.000
6 N 0.8603 -0.7449 1.1495  C2 1.429, C3 1.287, N7 1.328
7 N -0.4182 -0.4118 1.2787  N6 1.328, H16 1.061, H17 0.964
8 H -2.6844 1.0379 -2.4090  C1 1.167
9 H 2.6149 -0.4104 0.2261  C2 1.000
10 H 1.1662 -0.2369 -0.7068  C2 1.081
11 H 1.6875 1.0060 0.4147  C2 1.063
12 H 2.4680 -1.8023 1.6609  C3 1.033
13 H -0.5640 1.7357 -0.6277  N4 0.960
14 H 0.9683 -2.4004 2.4269  C3 1.069
15 H -2.0797 -0.8683 -1.4945  N5 1.000
16 H -0.8555 -0.0392 0.3871  N7 1.061
17 H -0.9388 -0.8677 1.9502  N7 0.964
18 H -1.1902 2.9002 -1.8636  N4 0.993

Output
HOMO-LUMO gap: 9.609 eV
multiplicity: 1
total charge: +1
E_HOMO: -13.461 eV

---

Least stable = <2>

---

<1>
This record from the Open Molecules 2025 dataset describes C3H4BrNO in the gas phase. The level of theory is ωB97M-V with the def2-TZVPD basis set.

Last columns: bonded neighbours and bond lengths (Å).
Element x y z (Å)
1 Br -0.5317 -2.4253 -2.0955  C2 1.812
2 C -0.3877 -1.1042 -0.8639  Br1 1.812, N3 1.235, O6 1.592
3 N -1.1783 -0.6458 -0.0335  C2 1.235, C4 1.435
4 C -0.5873 0.4252 0.7173  N3 1.435, C5 1.564, H7 1.091, H8 1.091
5 C 0.8572 0.6017 0.1441  C4 1.564, O6 1.398, H9 1.097, H10 1.096
6 O 1.0230 -0.3659 -0.8519  C2 1.592, C5 1.398
7 H -0.5968 0.1515 1.7736  C4 1.091
8 H -1.2002 1.3179 0.5865  C4 1.091
9 H 0.9850 1.5993 -0.2949  C5 1.097
10 H 1.6168 0.4456 0.9182  C5 1.096

Output
HOMO-LUMO gap: 10.624 eV
multiplicity: 1
E_HOMO: -9.868 eV
SMILES: BrC1=NCCO1

---

<2>
This record from the Open Molecules 2025 dataset describes C3H4BrNO in the gas phase. The level of theory is ωB97M-V with the def2-TZVPD basis set.

Last columns: bonded neighbours and bond lengths (Å).
Element x y z (Å)
1 C 0.9503 -1.3872 -0.5477  N4 1.336, Br6 2.399, H7 1.061, H8 1.042
2 C 2.8544 0.0393 0.1031  N4 1.214, O5 1.174
3 C -1.1893 1.4249 -0.4945  Br6 1.924, H9 1.119, H10 1.131
4 N 1.9548 -0.7752 0.0869  C1 1.336, C2 1.214
5 O 3.6811 0.8226 0.3894  C2 1.174
6 Br -0.9883 -0.2937 0.3475  C1 2.399, C3 1.924
7 H 0.6948 -2.3912 -0.3171  C1 1.061
8 H 0.9041 -1.3952 -1.5886  C1 1.042
9 H -0.3080 2.0931 -0.3246  C3 1.119
10 H -1.7018 1.3932 -1.5020  C3 1.131

Output
HOMO-LUMO gap (alpha / beta): 6.647 / 8.553 eV
multiplicity: 1
E_HOMO (alpha / beta): -7.199 / -8.508 eV

---

Least stable = <2>